An isolated ion of composition C3H5N3 and charge +2 at a distorted geometry, computed with ωB97M-V/def2-TZVPD.

The total energy comes out at -7633.8165 eV. For the LUMO energy (alpha / beta), the calculation gives -14.992 / -14.975 eV. Its charge is +2. As for the HOMO energy (alpha / beta): -21.899 / -22.811 eV. The orbital gap (alpha / beta) comes out at 6.9 / 7.8 eV.

XYZ file:
```
11
Properties=species:S:1:pos:R:3:forces:R:3
C -0.51311 1.08640 0.12383 -2.756 -0.489 -0.444
C -1.85476 -0.51182 -0.01260 -6.137 0.598 1.142
C 1.85231 0.62973 -0.07752 3.066 -2.627 2.625
N -1.72930 0.80386 -0.07006 1.190 3.160 -0.163
N 0.54494 0.57468 0.17235 1.899 2.063 0.705
N -0.96823 -1.34408 -0.11174 0.121 0.638 0.622
H -3.12292 -0.66585 0.23677 2.951 -0.909 -0.515
H 2.51874 0.81887 0.91610 -1.310 -0.003 -1.110
H 2.15154 -0.46959 -0.07456 0.387 1.053 -0.825
H 2.20382 1.34291 -0.77773 0.215 0.607 -1.026
H -1.08305 -2.26511 -0.32485 0.375 -4.090 -1.011
```
Forces are in eV/Å.

An isolated ion of composition C3H5N3 and charge +2 at a distorted geometry, computed with ωB97M-V/def2-TZVPD.

The total energy comes out at -7634.7776 eV. For the LUMO energy (alpha / beta), the calculation gives -11.567 / -15.204 eV. Its charge is +2. As for the HOMO energy (alpha / beta): -22.251 / -22.614 eV. The orbital gap (alpha / beta) comes out at 10.7 / 7.4 eV. Its multiplicity is 3.

XYZ file:
```
11
Properties=species:S:1:pos:R:3:forces:R:3
C -0.57276 1.06221 0.02128 0.811 -0.914 0.148
C -1.93188 -0.52171 -0.02727 -2.692 0.486 -0.983
C 1.80595 0.62557 0.08208 4.856 1.758 -0.126
N -1.79228 0.85525 0.15355 -0.348 0.262 0.041
N 0.51594 0.54837 -0.05630 -2.633 2.187 -0.252
N -1.00776 -1.33838 0.14609 -1.311 0.499 -0.072
H -2.95985 -0.80800 -0.48127 1.213 -0.239 0.877
H 2.18713 -0.20781 0.58754 0.603 -2.048 0.713
H 2.36482 0.56150 -0.90620 -0.444 -0.004 0.225
H 2.24712 1.49246 0.62296 -0.784 0.096 -0.472
H -0.85643 -2.26945 -0.14246 0.729 -2.084 -0.099
```
Forces are in eV/Å.

One molecule with the formula C3H5N3O at a distorted geometry, computed with ωB97M-V/def2-TZVPD.

The total energy comes out at -9702.7526 eV. For the LUMO energy (alpha / beta), the calculation gives -0.096 / -0.773 eV. As for the HOMO energy (alpha / beta): -8.322 / -7.760 eV. The orbital gap (alpha / beta) comes out at 8.2 / 7.0 eV.

XYZ file:
```
12
Properties=species:S:1:pos:R:3:forces:R:3
C -1.27997 -0.73594 -0.07518 -0.364 0.402 -0.089
C -0.34750 -1.58828 0.13822 1.300 1.653 0.014
C -0.96258 0.75796 -0.32137 0.452 -0.113 -0.257
N 2.43676 0.39575 -0.03013 1.473 1.544 -0.363
N 0.29755 1.14769 0.24681 -0.031 0.887 0.417
N 1.23449 0.16663 0.11688 -2.378 -2.628 0.042
O 3.33708 -0.41154 -0.12418 -0.503 -0.519 0.195
H -2.34443 -0.93605 -0.15925 -0.009 -0.357 0.031
H 0.08670 -2.53263 0.32017 0.051 -0.564 0.073
H -0.91135 0.89424 -1.40727 -0.157 -0.024 0.075
H -1.75098 1.39542 0.07833 0.100 -0.027 0.008
H 0.20424 1.44675 1.21698 0.065 -0.253 -0.145
```
Forces are in eV/Å.

C3H5N3O as an isolated structure at a distorted geometry, computed with ωB97M-V/def2-TZVPD.

The total energy comes out at -9706.7622 eV. For the LUMO energy, the calculation gives 0.059 eV. As for the HOMO energy: -8.507 eV. The orbital gap comes out at 8.6 eV.

XYZ file:
```
12
Properties=species:S:1:pos:R:3:forces:R:3
C 0.11452 -0.86423 0.00252 -1.330 1.635 -0.007
C 0.85722 1.47954 0.00128 1.475 2.250 0.018
N -0.85646 -1.87466 -0.00010 -0.124 -0.357 0.001
N -0.30293 1.99193 -0.00008 0.489 0.017 0.005
N 2.04346 1.28696 0.00607 -0.440 0.087 -0.002
C -0.92649 0.80351 -0.00156 -1.239 -4.082 -0.018
O -2.09612 0.51864 -0.00483 0.543 0.823 0.007
H 2.63780 2.11462 -0.00794 0.209 -0.493 -0.006
H -1.45020 -1.86063 -0.82234 0.130 0.083 0.163
H -1.45587 -1.85944 0.81800 0.131 0.083 -0.162
H 0.71460 -0.86750 0.90712 0.079 -0.023 -0.058
H 0.72047 -0.86875 -0.89815 0.078 -0.023 0.059
```
Forces are in eV/Å.

One molecule with the formula C3H5N3O at a distorted geometry, computed with ωB97M-V/def2-TZVPD.

The total energy comes out at -9709.3614 eV. For the LUMO energy, the calculation gives 0.943 eV. As for the HOMO energy: -7.774 eV. Its SMILES is Nc1nc(O)c[nH]1. The orbital gap comes out at 8.7 eV.

XYZ file:
```
12
Properties=species:S:1:pos:R:3:forces:R:3
N -1.95323 -0.59329 0.78047 0.081 -0.104 0.348
C -0.65161 -0.27992 0.47523 -0.031 0.221 -0.340
N 0.47744 -0.91660 0.52675 -0.255 0.171 -0.326
C 1.31875 -0.10586 -0.24603 -0.018 0.235 -0.151
O 2.58484 -0.48714 -0.48707 0.115 -0.258 0.151
C 0.69609 0.98886 -0.73194 0.488 0.063 0.162
N -0.61532 0.92059 -0.22448 0.303 0.089 0.066
H -2.20890 -1.55312 0.98039 0.193 0.306 -0.152
H -2.41865 -0.12311 0.01268 -0.997 -0.734 0.488
H 2.73444 -1.28265 0.03870 0.053 -0.029 -0.096
H 0.95767 1.72734 -1.46966 0.287 0.009 0.233
H -0.92151 1.70490 0.34496 -0.221 0.030 -0.383
```
Forces are in eV/Å.

One molecule with the formula C3H5N3O at a distorted geometry, computed with ωB97M-V/def2-TZVPD.

The total energy comes out at -9704.5517 eV. For the LUMO energy, the calculation gives 0.668 eV. As for the HOMO energy: -8.650 eV. Its SMILES is N/N=C1/CC=NO1. The orbital gap comes out at 9.3 eV.

XYZ file:
```
12
Properties=species:S:1:pos:R:3:forces:R:3
N -0.65816 -0.72903 2.29933 0.496 3.275 -0.706
N -0.77356 -1.22912 0.95817 3.625 1.892 -2.500
C -0.18125 -0.41254 0.04724 -0.505 -4.733 2.026
C 0.41038 -0.62231 -1.38448 -2.574 -1.339 -2.450
C 0.51137 0.84696 -1.78739 -0.707 -4.394 -5.243
N 0.39649 1.54000 -0.80822 -0.243 5.239 2.949
O 0.18583 0.80080 0.37093 0.734 2.017 0.468
H -0.13270 -1.28512 2.91105 -0.094 -2.995 0.546
H 0.10300 0.00817 2.39915 -1.633 0.083 -1.084
H -0.50037 -1.05946 -2.03872 2.424 0.447 1.200
H 1.44229 -1.13744 -1.66622 -2.372 0.498 1.372
H 0.40471 1.12182 -2.96983 0.851 0.011 3.421
```
Forces are in eV/Å.

One molecule with the formula C3H5N3O, computed with ωB97M-V/def2-TZVPD.

The total energy comes out at -9704.9594 eV. For the LUMO energy (alpha / beta), the calculation gives -0.695 / -0.694 eV. As for the HOMO energy (alpha / beta): -8.893 / -8.905 eV. The orbital gap (alpha / beta) comes out at 8.2 / 8.2 eV.

XYZ file:
```
12
Properties=species:S:1:pos:R:3:forces:R:3
O 0.90265 -0.35658 1.30971 0.175 0.145 0.219
C -0.30832 0.03146 1.83629 -0.323 0.216 0.304
C -0.68662 0.28877 0.41532 0.042 -0.368 0.112
N 0.30884 1.19764 -0.11639 0.087 -0.134 -0.455
N 0.49374 0.77266 -1.28565 0.128 0.099 0.381
C -0.07724 -0.60066 -1.38270 -0.005 -0.093 -0.335
N -1.13924 -0.56205 -0.44525 0.141 0.120 0.200
H 0.71453 -1.17145 -0.84309 0.001 -0.198 -0.544
H -0.23572 0.91052 2.48360 -0.221 0.032 0.022
H -0.92558 -0.75896 2.27898 0.139 0.073 -0.020
H 1.21678 1.19705 -1.85491 -0.030 -0.069 0.068
H -0.26381 -0.94839 -2.39589 -0.133 0.179 0.049
```
Forces are in eV/Å.

A 2-piece molecular cluster, C3H5N3O overall at a distorted geometry, computed with ωB97M-V/def2-TZVPD.

The total energy comes out at -9707.4494 eV. For the LUMO energy, the calculation gives 0.739 eV. As for the HOMO energy: -10.527 eV. Its SMILES is N#CCO.N=C=N. The orbital gap comes out at 11.3 eV.

XYZ file:
```
12
Properties=species:S:1:pos:R:3:forces:R:3
N 0.54124 0.17754 -1.47795 0.504 0.176 0.959
C 0.73585 0.21480 -0.33825 0.580 0.170 -1.240
C 1.39444 0.42756 0.95737 -0.176 -0.089 0.129
O 2.75157 0.68041 0.67408 0.213 0.305 0.105
H 0.90560 1.25005 1.49646 0.029 -0.134 -0.141
H 1.33980 -0.46606 1.58207 -0.048 0.083 -0.126
H 2.77261 1.30941 -0.06105 0.183 -0.130 0.204
N -1.96835 -0.72405 -1.79999 -0.508 -0.445 0.192
C -1.80128 -0.40877 -0.64669 0.248 -0.175 -0.978
N -1.62612 -0.23182 0.56680 -1.665 -0.170 -0.544
H -2.47647 -0.12233 -2.42048 0.162 0.326 -0.347
H -2.64863 -0.43697 0.69476 0.478 0.083 1.786
```
Forces are in eV/Å.

One molecule with the formula C3H5N3O at a distorted geometry, computed with ωB97M-V/def2-TZVPD.

The total energy comes out at -9707.7042 eV. For the LUMO energy, the calculation gives 0.759 eV. As for the HOMO energy: -8.262 eV. Its SMILES is Nn1cnc(O)c1. The orbital gap comes out at 9.0 eV.

XYZ file:
```
12
Properties=species:S:1:pos:R:3:forces:R:3
N 1.99538 0.70673 0.21029 -0.328 2.001 -1.965
N 0.61893 0.32605 -0.07332 4.095 1.502 0.330
C 0.13693 -0.28216 -1.11744 -0.387 -1.527 -3.217
N -1.06374 -0.79486 -0.89418 0.135 0.559 0.648
C -1.34029 -0.43914 0.40602 0.865 0.144 -0.035
O -2.44447 -0.94432 1.04796 -2.667 0.887 -3.982
C -0.28278 0.33860 0.89339 -2.196 0.123 3.796
H 2.31265 1.45914 -0.49571 -1.014 -1.412 1.458
H 2.65156 -0.05080 0.04780 -0.589 -0.480 0.042
H 0.67343 -0.29742 -2.08375 -0.381 -0.235 0.807
H -3.20171 -0.95292 0.21559 3.072 -0.179 3.628
H -0.05589 0.93110 1.84336 -0.605 -1.382 -1.510
```
Forces are in eV/Å.

One molecule with the formula C3H5N3O at a distorted geometry, computed with ωB97M-V/def2-TZVPD.

The total energy comes out at -9705.2461 eV. For the LUMO energy (alpha / beta), the calculation gives 0.139 / -0.388 eV. As for the HOMO energy (alpha / beta): -7.301 / -7.128 eV. Its SMILES is Nc1c[nH]c(=O)[nH]1. The orbital gap (alpha / beta) comes out at 7.4 / 6.7 eV.

XYZ file:
```
12
Properties=species:S:1:pos:R:3:forces:R:3
N 1.93715 -0.08928 -0.02037 0.193 -0.215 0.048
C 0.57814 -0.14338 -0.00667 -0.562 0.690 0.520
C -0.29560 0.91522 0.30478 1.756 1.207 -1.104
N -1.42650 0.75597 -0.54922 -0.352 -0.236 -0.337
C -1.53734 -0.65401 -0.16419 1.595 1.481 2.843
O -1.70466 -0.57301 1.09964 -2.295 -2.678 -0.720
N -0.19766 -1.19055 -0.42830 -0.085 -0.189 -1.263
H 2.48286 -0.83239 -0.43174 -0.291 0.037 0.244
H 2.38798 0.81377 -0.01284 -0.248 -0.192 -0.125
H 0.03261 1.90056 0.60591 0.295 0.184 -0.394
H -2.25102 1.24654 -0.22036 0.089 -0.342 0.141
H -0.00596 -2.14944 -0.17665 -0.095 0.252 0.147
```
Forces are in eV/Å.